Density functional theory data (ωB97M-V/def2-TZVPD) for a structure of composition C10H19GaNO4 in a non-equilibrium geometry.

```
35
Properties=species:S:1:pos:R:3:lowdin_charge:R:1
C -0.25274 -2.98882 1.95660 -0.109
C -0.92886 -2.85784 0.43209 -0.219
O 0.09077 -2.20052 -0.39677 -0.127
C -0.48616 -1.46370 -1.52948 -0.268
O -1.62648 -0.76999 -1.54030 -0.025
C 0.39080 -1.42400 -2.95397 -0.103
C 1.18445 0.03852 -3.10925 -0.269
C 1.82192 0.58076 -1.69421 -0.304
Ga 0.76249 2.10859 -0.78999 0.305
C -0.56502 1.34569 0.64468 -0.284
C -0.27831 2.08205 2.09505 -0.264
C 0.01062 0.95418 3.28993 -0.239
O -1.00613 1.16726 4.35292 -0.178
N -0.13453 3.31800 -2.02108 -0.051
C -1.29466 2.73134 -2.54044 -0.234
O -2.04269 1.78070 -3.16477 -0.124
H -0.87569 -2.35345 2.74232 0.074
H -0.21833 -4.10565 2.31901 0.066
H 0.84444 -2.53946 1.99277 0.088
H -1.18983 -3.95917 0.11904 0.122
H -1.91760 -2.25266 0.58524 0.130
H 1.14650 -2.32237 -3.03318 0.109
H -0.38267 -1.48964 -3.83981 0.117
H 0.48165 0.83317 -3.65246 0.099
H 2.08858 -0.14236 -3.86789 0.096
H 2.89659 1.02602 -1.95844 0.045
H 2.03810 -0.32418 -0.94997 0.061
H 1.83979 2.97903 0.06070 -0.059
H -1.68321 1.45755 0.31836 0.054
H -0.29414 0.18699 0.72888 0.038
H 0.71210 2.72146 1.99756 0.051
H -1.23213 2.73194 2.32849 0.104
H 1.11969 1.13690 3.66808 0.111
H -0.02862 -0.15251 2.88917 0.092
H -0.99065 2.16617 4.52111 0.093
```

The LUMO energy is 3.153 eV. Its maximum force is 0.206 hartree/bohr. As for the frontier orbital gap: 7.7 eV. As for the total charge: -1.


Density functional theory data (ωB97M-V/def2-TZVPD) for a cluster of 2 separate species, C10H19N2 in total in a non-equilibrium geometry.

```
31
Properties=species:S:1:pos:R:3:lowdin_charge:R:1
C 3.51027 -0.77338 0.60976 0.216
C 0.36370 1.10726 0.30529 -0.158
C -1.73423 0.18762 -0.46194 -0.132
C -1.10391 1.00236 0.67014 -0.375
C 1.03364 -0.27901 0.08243 -0.030
C -1.27084 -1.18945 -0.46747 -0.514
C -1.76917 2.35655 0.78181 -0.047
C -1.48037 -1.92648 -1.77949 -0.043
C -1.91592 -2.09808 0.64403 -0.016
C 4.19432 1.54270 -0.07253 -0.044
N 0.27757 -1.28596 -0.18651 0.063
N 4.05264 0.20862 0.30669 0.026
H 3.21579 -1.71807 1.00812 0.106
H 0.48598 1.83692 -0.55431 0.146
H 0.96537 1.53937 1.07568 0.086
H -2.81942 0.34838 -0.41597 0.151
H -1.37916 0.59074 -1.42086 0.137
H -1.19899 0.52363 1.54071 0.097
H -2.68115 2.32246 1.28059 0.058
H -1.91534 2.88836 -0.10313 0.059
H -1.02243 3.07020 1.41787 0.142
H -1.29559 -1.37739 -2.72090 0.090
H -2.66410 -2.10067 -1.73113 0.145
H -0.97001 -2.89863 -1.87452 0.085
H -1.72940 -1.86188 1.67359 0.077
H -1.36890 -3.05698 0.53232 0.088
H -2.92592 -2.35964 0.57109 0.069
H 5.22227 1.77080 -0.36937 0.105
H 3.85696 2.08765 0.84794 0.129
H 3.52479 1.85172 -0.91945 0.122
H 0.54157 -2.30971 -0.27049 0.161
```

The LUMO energy is -3.185 eV. Its maximum force is 0.091 hartree/bohr. As for the frontier orbital gap: 8.5 eV. As for the total charge: +1. The energy above the lowest of the compared OMol25 structures with the same formula, charge and spin comes out at 497.7 kJ/mol.


Density functional theory data (ωB97M-V/def2-TZVPD) for the molecule C10H19N3O5 in a non-equilibrium geometry.

```
37
Properties=species:S:1:pos:R:3:lowdin_charge:R:1
C 1.26220 1.27159 -1.03948 -0.318
C -0.13829 0.58767 -0.82535 -0.303
C 1.08292 2.74555 -1.34857 -0.055
C 0.18152 2.76948 -2.62935 -0.541
C 0.90657 -1.63533 -0.19371 -0.189
C 0.98700 -2.84652 -1.19997 -0.474
C 0.90873 -1.88057 1.44405 -0.077
C -0.54953 -1.80135 1.99786 -0.216
C -0.76654 -0.36436 2.28560 -0.229
C -2.25204 0.06536 2.08409 -0.269
H 3.14018 0.69884 -1.65210 0.080
H 1.93562 0.78387 -2.84952 0.096
H 1.90363 1.33526 -0.06733 0.174
H 0.46456 3.35192 -0.68399 0.122
H 2.14603 3.14471 -1.36427 0.149
H -0.92770 4.11209 -3.54856 0.146
H -0.99983 -1.24570 -0.83300 0.136
H 1.84267 -1.14164 -0.46488 0.125
H 1.45131 -1.15017 2.14525 0.124
H 1.42769 -2.77760 1.76593 0.094
H -0.55068 -2.41022 2.84998 0.101
H -1.17966 -2.14822 1.29903 0.066
H -0.18548 0.32838 1.64616 0.088
H -0.48507 -0.07106 3.33659 0.132
H -2.69508 -0.30346 1.09445 0.121
H -2.43487 1.13212 2.05543 0.102
H -3.56048 0.10799 3.78142 0.082
H -3.49799 -1.39055 3.07769 0.025
H 0.67038 -1.35024 -2.24397 0.114
N 2.19029 0.51771 -1.88223 0.059
N -0.15293 -0.81112 -0.63553 0.071
N -3.06717 -0.53363 3.13442 -0.013
O -1.16876 1.31050 -1.03829 0.040
O 0.18028 1.89876 -3.43201 0.117
O -0.42209 3.96913 -2.71679 0.106
O 1.36908 -3.96516 -0.94437 0.113
O 0.98357 -2.30404 -2.40471 0.101
```

The LUMO energy is 0.386 eV. Its maximum force is 0.089 hartree/bohr. As for the frontier orbital gap: 9.1 eV. The energy above the lowest of the compared OMol25 structures with the same formula, charge and spin comes out at 313.9 kJ/mol.


Density functional theory data (ωB97M-V/def2-TZVPD) for a cluster of 2 separate species, C10H19N3OS in total in a non-equilibrium geometry.

```
34
Properties=species:S:1:pos:R:3:lowdin_charge:R:1
C 1.15413 -0.81105 -0.01920 -0.343
C -3.30965 0.54485 -1.24134 -0.010
C 2.65289 1.65387 -0.48966 -0.165
C 2.81517 0.41316 -1.38872 -0.152
C 1.20389 1.71866 0.01173 -0.173
C 2.43028 -0.87980 -0.76900 -0.260
C 0.98016 0.42652 0.84493 -0.435
C -0.98511 -1.33671 0.14454 -0.556
C -4.61619 0.86109 0.90503 0.030
C -3.36878 1.25033 -0.08645 -0.143
N 0.19310 -1.60068 -0.32660 0.058
N 3.59986 -1.36190 0.14402 0.238
N -1.81093 -2.40083 0.75784 0.134
O -2.95256 -0.16164 -2.06610 0.356
S -0.80566 0.18466 1.37612 0.930
H 3.38992 1.67543 0.25967 0.103
H 2.76911 2.59047 -0.99598 0.120
H 2.07991 0.53931 -2.36480 0.199
H 3.82933 0.33881 -1.84369 0.130
H 1.07949 2.58062 0.61297 0.107
H 0.55166 1.92334 -0.79227 0.107
H 2.48690 -1.58080 -1.61983 0.164
H 1.66776 0.30918 1.64150 0.093
H -4.69198 -0.17867 1.15598 0.066
H -5.53737 1.24595 0.31897 0.134
H -4.48195 1.32969 1.84050 0.072
H -2.42240 1.00955 0.38890 -0.010
H -3.42063 2.29241 -0.27185 0.154
H 4.51523 -1.21995 -0.29638 0.173
H 3.42570 -2.39799 0.38114 0.212
H 3.46374 -0.88467 1.03204 0.148
H -2.53874 -1.87020 1.29981 0.149
H -1.26756 -3.07238 1.40147 0.188
H -2.07872 -3.13064 0.05470 0.182
```

The LUMO energy is -6.991 eV. Its maximum force is 0.104 hartree/bohr. As for the frontier orbital gap: 6.3 eV. As for the total charge: +2. The energy above the lowest of the compared OMol25 structures with the same formula, charge and spin comes out at 253.2 kJ/mol.


Density functional theory data (ωB97M-V/def2-TZVPD) for the molecule C10H19NO2S2 in a non-equilibrium geometry.

```
34
Properties=species:S:1:pos:R:3:lowdin_charge:R:1
O 1.30076 4.36251 -0.00337 0.024
S -4.30756 -2.15026 -1.03478 0.728
O -1.98845 -1.39140 0.03985 -0.125
S 0.69955 -3.07324 -2.51240 0.758
C 1.78030 3.80102 0.98063 -0.527
C -3.29492 -1.05338 -0.29468 -0.772
N 2.44708 4.61663 1.83173 0.139
C -3.83525 0.30038 -0.06841 -0.112
C -1.53293 -2.70918 -0.27764 -0.258
C 1.70830 2.27629 1.17115 -0.116
C 1.09410 1.50264 -0.01015 -0.199
C 1.11624 -0.00947 0.23534 -0.217
C -0.04919 -2.90740 0.11580 -0.196
C 0.83424 -0.73281 -1.06751 -0.251
C 0.91736 -2.26176 -0.88813 -0.653
H 1.99760 -3.14073 -2.90174 -0.130
H 2.76959 4.26832 2.73424 0.105
H 2.41611 5.61399 1.70129 0.107
H -3.59248 0.68583 0.92662 0.090
H -3.33770 0.96708 -0.78056 0.097
H -4.90271 0.28481 -0.19853 0.058
H -1.72777 -2.87860 -1.33574 0.067
H -2.15017 -3.48023 0.26729 0.126
H 2.70508 1.88716 1.28620 0.108
H 1.12158 2.10469 2.10113 0.131
H 1.73758 1.69579 -0.86746 0.119
H 0.08058 1.84520 -0.21803 0.120
H 2.08218 -0.29420 0.64227 0.116
H 0.31084 -0.27271 0.94562 0.114
H 0.10529 -2.46648 1.08170 0.098
H 0.13855 -4.02298 0.22301 0.136
H 1.56691 -0.45983 -1.82630 0.109
H -0.14358 -0.43372 -1.43033 0.109
H 1.93289 -2.47396 -0.56812 0.098
```

The LUMO energy is 0.470 eV. Its maximum force is 0.063 hartree/bohr. As for the frontier orbital gap: 9.1 eV.


Density functional theory data (ωB97M-V/def2-TZVPD) for a cluster of 2 separate species, C10H20 in total in a non-equilibrium geometry.

```
30
Properties=species:S:1:pos:R:3:lowdin_charge:R:1
C 0.89696 -1.13141 3.69928 -0.158
C 0.27520 -1.33885 2.53650 -0.433
C 2.30355 -1.34067 4.11343 -0.108
C -1.18712 -1.26134 2.43843 -0.077
C 0.96692 -1.62415 1.32667 -0.091
H 0.31046 -0.83922 4.58033 0.107
H 2.97014 -1.44360 3.24069 0.069
H 2.35727 -2.26786 4.70845 0.081
H 2.66346 -0.50296 4.73416 0.075
H -1.61401 -1.95370 1.69344 0.085
H -1.43597 -0.22847 2.14201 0.090
H -1.65143 -1.46795 3.41738 0.083
H 1.40228 -2.62945 1.45487 0.102
H 1.77953 -0.91614 1.09215 0.093
H 0.26629 -1.65015 0.47517 0.077
C -1.46616 1.98040 -3.03336 -0.158
C -0.41787 1.41782 -2.36850 -0.343
C -2.07023 1.55089 -4.32091 -0.117
C -0.04375 1.99613 -1.03765 -0.081
C 0.40193 0.26664 -2.97931 -0.055
H -2.01518 2.81847 -2.58411 0.102
H -2.44170 2.36353 -4.96762 0.075
H -2.89506 0.84178 -4.13812 0.082
H -1.26158 1.02071 -4.85157 0.059
H 0.45343 1.25687 -0.38734 0.064
H -0.98115 2.31699 -0.55295 0.078
H 0.61660 2.87345 -1.14189 0.084
H 1.38688 0.59063 -3.35550 0.084
H -0.12791 -0.26146 -3.78985 0.065
H 0.55830 -0.43694 -2.14437 0.064
```

The LUMO energy is 0.907 eV. Its maximum force is 0.058 hartree/bohr. As for the frontier orbital gap: 9.4 eV. The energy above the lowest of the compared OMol25 structures with the same formula, charge and spin comes out at 166.5 kJ/mol.


Density functional theory data (ωB97M-V/def2-TZVPD) for a structure of composition C10H20AuF3IO7PS.

```
44
Properties=species:S:1:pos:R:3:lowdin_charge:R:1
Au -0.14291 -0.10200 1.53802 0.702
C -4.11854 -1.57929 -1.07219 -0.050
C -3.50135 -0.18744 -1.17057 -0.642
C -4.25552 0.64920 -2.19756 -0.043
C -3.51196 0.50259 0.18839 -0.046
O -2.15163 -0.23064 -1.66681 -0.196
P -1.08180 -1.40689 -1.31038 0.235
O -1.39507 -2.63800 -2.06769 -0.289
O -0.95125 -1.51332 0.19123 -0.474
O 0.26192 -0.68846 -1.81119 -0.185
C 0.54331 -0.15585 -3.11369 -0.639
C 0.20820 1.33206 -3.09077 -0.033
C 2.04155 -0.36212 -3.29709 -0.038
C -0.22614 -0.86661 -4.22233 -0.050
H -5.16327 -1.48556 -0.76448 0.081
H -3.58950 -2.18498 -0.33652 0.080
H -4.06304 -2.09440 -2.03090 0.082
H -5.29718 0.77893 -1.89576 0.078
H -4.22687 0.15911 -3.17249 0.082
H -3.79163 1.63295 -2.28827 0.081
H -4.54058 0.65485 0.52614 0.082
H -3.01465 1.47152 0.12399 0.087
H -2.98174 -0.09612 0.92722 0.052
H 0.73559 1.81488 -2.26705 0.090
H -0.86209 1.47098 -2.94342 0.071
H 0.50834 1.80268 -4.03071 0.079
H 2.58321 0.10154 -2.47229 0.088
H 2.37728 0.07966 -4.23824 0.078
H 2.27170 -1.42816 -3.30214 0.087
H -1.29945 -0.71485 -4.11113 0.074
H -0.03860 -1.93876 -4.19338 0.081
H 0.09219 -0.46283 -5.18730 0.081
I -0.96661 1.95218 4.21984 0.363
C 0.60117 1.21321 2.86402 -0.882
H 1.34816 0.82269 3.54958 -0.078
H 0.96896 2.14108 2.43425 -0.089
F 5.39673 -1.25965 7.50957 0.092
C 5.68299 0.03715 7.28388 -0.665
F 6.75877 0.33333 8.04519 0.084
F 4.65525 0.75564 7.76968 0.097
S 5.99115 0.37950 5.49028 0.422
O 7.10546 -0.50200 5.20464 -0.350
O 4.72951 0.02012 4.88513 -0.332
O 6.30994 1.79210 5.50328 -0.348
```

The LUMO energy is 4.191 eV. Its maximum force is 0.002 hartree/bohr. As for the frontier orbital gap: 7.3 eV. As for the total charge: -2. The energy above the lowest of the compared OMol25 structures with the same formula, charge and spin comes out at 0.0 kJ/mol.


Density functional theory data (ωB97M-V/def2-TZVPD) for a structure of composition C10H20BiO6Se4 in a non-equilibrium geometry.

```
41
Properties=species:S:1:pos:R:3:lowdin_charge:R:1
Bi -0.20664 -0.20558 0.03900 1.873
C 2.90934 -1.60519 0.33443 -0.186
C 2.67730 -0.87254 1.71423 -0.107
O 1.61052 0.12003 1.52567 -0.339
C 2.05115 1.49747 1.65449 -0.119
C 0.69158 2.35884 1.48837 -0.172
O -0.22686 1.34676 1.82736 -0.327
C -1.63321 1.50542 1.33023 -0.188
C -2.38218 0.08963 1.08028 -0.357
O -2.37066 -0.54581 -0.30143 -0.579
C -2.80061 0.41350 -1.37309 -0.162
C -1.64854 0.90863 -2.41436 -0.242
O -0.51880 1.56351 -1.74554 -0.346
C 0.93460 0.75336 -1.96150 -0.312
C 0.99104 -1.42529 -1.40530 -0.511
O 1.59063 -2.00141 -0.00726 -0.260
H 3.54289 -2.49205 0.44719 0.115
H 3.34164 -0.92444 -0.39744 0.114
H 3.59151 -0.40525 2.08715 0.114
H 2.29973 -1.58519 2.44489 0.120
H 2.78882 1.75156 0.88999 0.117
H 2.47042 1.62496 2.65528 0.115
H 0.56248 2.66951 0.44717 0.101
H 0.63240 3.21047 2.17076 0.117
H -1.66706 2.15067 0.44981 0.095
H -2.18420 2.00892 2.13083 0.121
H -3.43438 0.21630 1.33465 0.133
H -1.94355 -0.68198 1.79291 -0.225
H -3.25395 1.29704 -0.92248 0.106
H -3.56838 -0.12344 -1.92721 0.104
H -2.08833 1.66465 -3.06993 0.097
H -1.32115 0.07706 -3.03132 0.040
H 1.72551 1.37978 -1.39695 0.127
H 1.20022 0.89640 -3.01000 0.114
H 1.52652 -1.97704 -2.20604 0.134
H -0.14300 -1.83080 -1.44198 -0.372
Se -1.28995 -2.23615 1.93025 0.104
Se -1.53158 -4.39158 0.92238 -0.102
Se -3.13341 -3.59343 -0.76890 -0.055
Se -1.39002 -2.36282 -1.95143 0.339
O 1.59815 -0.24447 -1.36518 -0.338
```

The LUMO energy (alpha / beta) is 2.724 / 2.730 eV. Its maximum force is 0.145 hartree/bohr. As for the frontier orbital gap (alpha / beta): 3.4 / 3.9 eV. As for the total charge: -1. The energy above the lowest of the compared OMol25 structures with the same formula, charge and spin comes out at 1733.4 kJ/mol.


Question: The highest maximum force belongs to which entry?
Answer: C10H19GaNO4


What did the sixth record say?
Density functional theory data (ωB97M-V/def2-TZVPD) for a cluster of 2 separate species, C10H20 in total in a non-equilibrium geometry.

```
30
Properties=species:S:1:pos:R:3:lowdin_charge:R:1
C 0.89696 -1.13141 3.69928 -0.158
C 0.27520 -1.33885 2.53650 -0.433
C 2.30355 -1.34067 4.11343 -0.108
C -1.18712 -1.26134 2.43843 -0.077
C 0.96692 -1.62415 1.32667 -0.091
H 0.31046 -0.83922 4.58033 0.107
H 2.97014 -1.44360 3.24069 0.069
H 2.35727 -2.26786 4.70845 0.081
H 2.66346 -0.50296 4.73416 0.075
H -1.61401 -1.95370 1.69344 0.085
H -1.43597 -0.22847 2.14201 0.090
H -1.65143 -1.46795 3.41738 0.083
H 1.40228 -2.62945 1.45487 0.102
H 1.77953 -0.91614 1.09215 0.093
H 0.26629 -1.65015 0.47517 0.077
C -1.46616 1.98040 -3.03336 -0.158
C -0.41787 1.41782 -2.36850 -0.343
C -2.07023 1.55089 -4.32091 -0.117
C -0.04375 1.99613 -1.03765 -0.081
C 0.40193 0.26664 -2.97931 -0.055
H -2.01518 2.81847 -2.58411 0.102
H -2.44170 2.36353 -4.96762 0.075
H -2.89506 0.84178 -4.13812 0.082
H -1.26158 1.02071 -4.85157 0.059
H 0.45343 1.25687 -0.38734 0.064
H -0.98115 2.31699 -0.55295 0.078
H 0.61660 2.87345 -1.14189 0.084
H 1.38688 0.59063 -3.35550 0.084
H -0.12791 -0.26146 -3.78985 0.065
H 0.55830 -0.43694 -2.14437 0.064
```

The LUMO energy is 0.907 eV. Its maximum force is 0.058 hartree/bohr. As for the frontier orbital gap: 9.4 eV. The energy above the lowest of the compared OMol25 structures with the same formula, charge and spin comes out at 166.5 kJ/mol.